The following is a DFT calculation (wB97M-V/def2-TZVPD) of a structure of composition C50H37I4IrN7S.

CARTESIAN COORDINATES (ANGSTROEM)
Ir1 0.1911 -0.7248 -0.4994
I1 -7.4744 3.8976 3.7317
C1 -6.0815 2.7913 2.6542
C2 -5.2609 1.8855 3.3128
C3 -4.3276 1.1570 2.5929
C4 -4.2020 1.3322 1.2159
C5 -5.0276 2.2532 0.5693
C6 -5.9704 2.9740 1.2801
C7 -3.1993 0.5846 0.4501
C8 -2.9765 -0.7448 0.5776
C9 -3.8330 -1.7504 1.1877
C10 -3.3636 -2.9495 0.8014
C11 -2.1538 -2.7039 0.0104
C12 -1.2279 -3.7665 -0.4093
C13 -1.6905 -4.9733 -1.1122
C14 -0.7502 -5.8048 -1.7339
C15 -1.1313 -6.9437 -2.4206
C16 -2.4772 -7.2626 -2.5333
I2 -3.0617 -8.9657 -3.5732
C17 -3.4322 -6.4209 -1.9822
C18 -3.0415 -5.2868 -1.2900
C19 0.0454 -3.6418 0.0858
N1 0.5481 -2.4238 0.4826
C20 1.4961 -2.6169 1.4159
C21 1.9308 -1.6176 2.2638
C22 3.0389 -1.8977 3.2154
C23 4.3249 -2.0732 2.7107
C24 5.3843 -2.3646 3.5579
C25 5.1590 -2.4776 4.9222
I3 6.7463 -2.9058 6.2022
C26 3.8822 -2.3120 5.4406
C27 2.8282 -2.0277 4.5851
C28 1.2829 -0.3720 2.2509
C29 1.4119 0.6237 3.3140
C30 0.6327 1.6651 3.0029
C31 0.0221 1.3802 1.7103
N2 0.4247 0.0940 1.3185
C32 -0.7102 2.2182 0.9599
C33 -0.2753 1.4968 -1.3712
C34 -1.0540 0.9328 -2.3923
C35 -2.3528 0.7558 -1.9171
C36 -2.3663 1.1990 -0.6085
N3 -1.1573 1.7435 -0.3119
C37 -0.9170 3.6472 1.2493
C38 -2.1382 4.2627 0.9771
C39 -2.3341 5.6039 1.2540
C40 -1.2950 6.3549 1.7887
I4 -1.5852 8.3717 2.2064
C41 -0.0605 5.7691 2.0297
C42 0.1261 4.4240 1.7555
C43 1.7716 -4.0515 1.4929
C44 0.9189 -4.6743 0.6630
N4 -1.9179 -1.4196 -0.0914
H1 -5.3402 1.7568 4.3833
H2 -3.6643 0.4731 3.1082
H3 -4.9337 2.4000 -0.5007
H4 -6.6143 3.6771 0.7701
H5 -4.7159 -1.5442 1.7711
H6 -3.7570 -3.9190 1.0573
H7 0.2988 -5.5406 -1.7166
H8 -0.3811 -7.5672 -2.8872
H9 -4.4844 -6.6415 -2.0974
H10 -3.8172 -4.6416 -0.9060
H11 4.4841 -1.9746 1.6435
H12 6.3796 -2.4984 3.1567
H13 3.7071 -2.4144 6.5028
H14 1.8278 -1.9228 4.9891
H15 2.0190 0.4914 4.1935
H16 0.4476 2.5524 3.5847
H17 -0.6681 0.7336 -3.3743
H18 -3.1584 0.2210 -2.3923
H19 -2.9530 3.6909 0.5560
H20 -3.2924 6.0629 1.0531
H21 0.7587 6.3607 2.4144
H22 1.1044 3.9834 1.8983
H23 2.4772 -4.4997 2.1735
H24 0.7730 -5.7362 0.5562
N5 3.0930 -0.9286 -0.4391
C45 2.1043 -0.2840 -0.8901
H25 3.9537 -0.5662 -0.8619
C46 4.2818 1.9389 0.2486
C47 4.2327 2.2743 -1.2329
N6 3.6912 1.2102 -2.0911
C48 2.3146 0.8089 -1.9675
S1 1.2739 2.3223 -1.4904
N7 1.7816 0.2905 -3.1981
C49 1.7902 -1.1447 -3.4672
C50 0.4884 -1.8325 -3.0678
H26 4.7202 2.7809 0.7856
H27 4.8928 1.0576 0.4438
H28 3.2866 1.7614 0.6584
H29 5.2460 2.4576 -1.5915
H30 3.6815 3.2132 -1.3714
H31 3.9065 1.4035 -3.0590
H32 2.0282 0.8619 -3.9934
H33 2.6379 -1.6506 -3.0006
H34 1.9046 -1.2706 -4.5449
H35 0.3192 -1.8858 -1.9578
H36 0.5159 -2.8961 -3.3136
H37 -0.3847 -1.3866 -3.5346

Cartesian forces (eV/Å) of the 3 atoms listed first:
0.0 0.2 0.1
0.0 0.0 0.0
0.0 0.0 0.0

Summary:
Lowest unoccupied orbital energy   -0.154 Ha
Net charge   +1
Kohn-Sham gap   5.350 eV
ΔE to the lowest compared entry with this formula, charge and spin   99.6 kcal per mole